C13H23N3O6STi as an isolated structure at a distorted geometry. Source: the Open Molecules 2025 dataset; level of theory: the ωB97M-V functional and the def2-TZVPD basis.

Geometry as XYZ:
```
47
C13H23N3O6STi | the Open Molecules 2025 dataset | the ωB97M-V functional and the def2-TZVPD basis
C -3.288 0.397 1.799
H -0.393 -2.550 2.248
H 4.180 -1.030 -0.111
H 4.165 1.854 0.184
H 3.237 0.312 0.773
C 2.226 -1.568 -1.744
C -3.035 -1.949 -0.809
H -1.508 0.009 2.763
H -1.741 3.187 -0.619
N -1.651 -1.229 1.210
Ti -1.185 0.494 -0.108
O -4.428 0.329 2.140
C 1.400 3.029 -0.290
H 3.862 3.078 -1.061
C 3.665 2.065 -0.718
H -3.786 -0.123 -0.601
H 3.242 -1.687 -1.993
C 1.620 0.764 -1.151
H 1.574 -1.473 -2.608
C -2.290 -0.604 2.391
O -0.377 -0.480 -1.562
H 4.037 1.410 -1.499
C -2.517 -2.298 0.652
O 0.274 0.486 1.227
H -2.113 -3.300 0.617
S -0.554 2.008 -2.576
N 2.248 -0.392 -0.929
N 2.191 1.886 -0.710
C -0.323 -1.809 1.495
H 0.727 2.726 0.537
H -2.773 2.243 -1.687
H 2.029 3.845 0.066
H -3.983 -2.434 -0.972
C 0.603 -0.641 1.841
O 1.544 -0.817 2.540
C -1.765 2.167 -1.197
O -3.014 -0.552 -0.986
H -2.673 -1.325 3.127
C 3.207 -0.577 0.231
C 0.294 0.717 -1.660
H 0.808 3.358 -1.203
H 2.966 -1.365 0.945
O -2.804 1.181 0.846
H -2.307 -2.271 -1.521
H 1.770 -2.422 -1.204
H 0.012 -2.234 0.530
H -3.373 -2.415 1.355
```

Computed properties:
**Molecular weight**: 397.28 g/mol
**LUMO level**: 0.421 eV
**HOMO energy**: -0.282 hartree
**Max |F|**: 2.90 eV/Å
**Net charge**: 0
**HOMO-LUMO gap**: 8.099 eV